1.
Molecular formula: C40H48FN11O4Ti
Method: DFT, ωB97M-V with the def2-TZVPD basis set

Properties
**Molecular weight**: 813.76 g mol⁻¹
**Frontier orbital gap**: 6.32 eV
**Spin multiplicity**: 1
**Lowest unoccupied orbital energy**: -10.6511 eV
**Net charge**: +4
**Total energy**: -92643.1340 eV

Element x y z (Å)
C1 -0.23 5.40 -1.85
C2 6.82 1.35 -3.60
H1 -5.25 -8.38 -0.13
N1 -2.61 -6.24 -0.29
H2 -6.11 -1.20 -0.73
H3 1.72 -1.86 3.84
H4 -4.68 -7.50 -1.56
H5 1.04 -0.23 -2.30
H6 -7.16 -2.70 0.94
H7 -0.58 4.40 0.01
C3 -1.47 -0.69 -0.03
N2 -4.14 -1.64 -0.20
H8 -4.37 -4.29 -0.33
H9 0.93 7.00 2.67
H10 -3.07 -9.41 0.02
C4 0.44 3.95 -3.62
Ti1 0.46 1.57 0.16
H11 -5.63 -2.87 -1.01
C5 0.13 5.23 -3.18
H12 -2.45 -7.91 -2.44
H13 3.24 6.41 0.88
C6 -2.15 -8.33 -1.48
N3 0.14 3.07 -1.41
H14 -0.28 -1.68 5.32
O1 -3.27 2.44 -0.22
C7 3.47 1.37 -1.01
C8 -2.34 -4.90 -0.17
C9 -2.59 0.18 -0.01
H15 0.14 6.06 -3.86
C10 2.17 -0.29 1.65
C11 -4.37 -7.93 -0.60
O2 -0.26 -0.28 -0.05
N4 0.13 0.68 2.31
H16 3.00 -0.97 1.83
C12 3.33 3.65 -1.33
C13 -5.54 -2.04 -0.31
H17 4.85 4.56 -2.35
C14 -3.78 -6.85 0.31
H18 0.22 3.62 1.84
H19 3.40 6.95 2.55
H20 -1.63 1.57 2.88
C15 2.31 4.78 3.78
C16 -3.12 -2.56 -0.15
H21 -4.70 0.36 -0.13
C17 -0.16 -1.02 4.48
N5 3.16 0.35 -0.26
N6 2.08 4.08 1.39
C18 -2.40 1.67 0.07
H22 0.66 6.25 1.10
H23 6.64 3.49 -3.56
H24 -1.97 0.08 4.84
F1 0.02 -5.22 0.16
H25 -0.13 1.15 -3.77
C19 3.33 6.08 1.91
H26 6.77 -0.79 -3.46
H27 3.20 4.17 3.88
H28 -4.54 -6.11 0.52
H29 4.82 -0.83 -1.94
C20 -3.36 -3.94 -0.22
N7 1.09 3.09 1.69
N8 2.81 2.57 -0.82
C21 0.83 6.04 2.15
C22 -1.59 -7.24 -0.58
H30 -1.20 -7.68 0.35
N9 -3.34 -8.96 -0.86
O3 -1.21 2.04 0.50
H31 -3.72 -9.70 -1.48
C23 6.29 0.13 -3.15
N10 2.15 0.48 0.61
C24 -0.76 -3.05 0.03
H32 -5.57 -3.20 1.53
H33 -0.75 -6.79 -1.11
H34 4.25 5.51 2.03
H35 -0.03 5.54 2.58
H36 1.45 4.23 4.16
H37 2.83 4.59 -1.13
H38 7.69 1.36 -4.23
C25 4.58 1.29 -1.93
H39 -6.11 -1.53 1.72
H40 -0.54 6.36 -1.48
C26 -6.12 -2.39 1.06
C27 0.72 1.50 -3.16
H41 1.30 2.66 2.61
H42 2.99 3.63 1.42
C28 0.95 -1.12 3.66
H43 1.62 1.48 -3.79
H44 -1.38 -9.08 -1.66
O4 0.90 0.68 -2.01
C29 -0.22 4.30 -1.01
C30 -1.78 -2.10 -0.05
C31 0.44 2.90 -2.70
H45 0.26 -2.72 0.15
H46 2.43 5.65 4.42
C32 5.20 0.10 -2.32
H47 0.68 3.76 -4.65
C33 -1.11 -0.04 4.21
C34 -3.87 -0.34 -0.11
N11 4.45 3.68 -2.05
C35 1.07 -0.25 2.57
C36 -1.02 -4.39 -0.01
C37 6.23 2.54 -3.23
H48 -3.49 -7.31 1.27
C38 2.12 5.24 2.33
C39 5.10 2.52 -2.42
C40 -0.92 0.79 3.11

2.
Molecular formula: C40H48N3O4P2ReSSi2
Method: DFT, ωB97M-V with the def2-TZVPD basis set

Properties
**Molecular weight**: 971.23 g mol⁻¹
**Frontier orbital gap (spin up / spin down)**: 5.97 / 6.20 eV
**Spin multiplicity**: 2
**Lowest unoccupied orbital energy (spin up / spin down)**: -3.5601 / -3.5714 eV
**Net charge**: +1
**<S²>**: 0.758
**Total energy**: -102218.0506 eV

Element x y z (Å)
C1 2.57 -5.25 -0.18
H1 3.23 -2.85 4.35
P1 0.02 2.11 0.12
H2 -3.07 -1.77 -3.23
H3 -1.71 3.91 -1.33
H4 0.24 0.62 4.37
H5 2.32 1.99 -1.51
S1 2.39 -3.58 -0.82
H6 -4.09 -3.83 -0.27
C2 -2.17 3.72 -0.36
H7 -4.93 4.53 1.42
H8 -5.19 2.11 -3.32
H9 2.57 -5.20 0.91
H10 -1.87 -3.22 2.39
H11 1.62 4.45 2.52
C3 1.13 3.41 -0.44
H12 1.94 0.09 4.38
H13 -0.01 3.95 2.98
C4 -3.71 0.44 -0.17
C5 4.64 -2.20 2.85
H14 -1.39 -3.81 -2.42
H15 -3.99 -2.32 -1.17
H16 -2.01 -4.76 1.55
H17 3.36 -4.33 -2.89
C6 3.01 5.29 -1.23
C7 3.38 -2.36 3.40
H18 -0.39 -2.52 -6.48
H19 1.60 -4.60 -2.85
H20 4.01 3.66 -2.20
H21 1.79 6.73 -0.20
H22 -0.39 -2.45 4.36
C8 -1.48 -3.81 1.56
C9 -0.58 -2.08 -5.51
C10 1.28 0.95 4.30
C11 -2.13 2.67 1.80
H23 -0.14 -4.35 -1.30
C12 0.89 -1.91 3.09
C13 3.57 -0.51 -0.39
H24 0.12 5.06 0.51
C14 -3.35 3.26 2.11
C15 2.29 -1.88 2.70
O1 0.58 -2.47 4.24
H25 -3.28 -0.01 0.72
C16 -4.96 1.03 -0.11
C17 2.22 3.02 -1.22
H26 -1.65 2.02 2.52
C18 2.40 -3.92 -2.58
O2 2.32 -0.28 -0.76
H27 1.74 -5.88 -0.50
C19 0.17 -0.79 -3.62
H28 3.74 6.03 -1.54
N1 -1.05 -1.39 -0.22
H29 -5.52 1.03 0.82
C20 -1.09 -0.94 -3.03
O3 4.54 -0.28 -1.05
H30 3.51 -5.70 -0.51
C21 -2.09 -1.65 -3.69
H31 1.28 3.95 4.17
H32 3.87 1.09 2.14
H33 5.72 -1.44 1.12
H34 -0.42 -4.02 1.73
C22 -3.53 1.04 -2.49
C23 1.05 3.74 3.12
C24 3.42 2.05 2.38
H35 -2.61 -2.77 -5.43
C25 -3.00 0.42 -1.36
H36 1.38 -1.24 -5.33
N2 0.68 1.28 1.42
C26 -0.08 0.81 -0.95
O4 0.05 -1.42 2.33
C27 -5.50 1.62 -1.25
C28 -1.53 2.92 0.58
C29 -3.67 -2.83 -0.26
N3 2.41 -1.26 1.51
H37 -1.73 -5.12 -1.29
C30 4.76 -1.58 1.61
C31 -3.98 4.07 1.18
H38 5.51 -2.57 3.37
P2 -1.32 -0.24 -1.39
H39 -3.81 3.08 3.07
C32 -1.83 -2.22 -4.92
C33 0.97 4.75 -0.08
C34 -3.40 4.29 -0.06
H40 -3.89 4.92 -0.79
Si1 1.59 1.98 2.75
C35 0.41 -1.36 -4.86
H41 3.95 2.46 3.25
C36 3.16 3.96 -1.60
Si2 -1.81 -2.99 -0.09
H42 2.24 -2.97 -3.09
H43 -6.48 2.08 -1.21
C37 -1.21 -4.17 -1.41
C38 3.63 -1.12 0.98
H44 3.60 2.73 1.54
Re1 0.71 -0.53 0.44
H45 0.93 -0.22 -3.11
C39 -4.78 1.64 -2.43
H46 -2.97 1.05 -3.42
H47 -4.11 -2.29 0.59
H48 1.48 1.58 5.17
C40 1.91 5.69 -0.48

Question: Number 1 is which compound?
Answer: C40H48FN11O4Ti